14
Properties=species:S:1:pos:R:3:forces:R:3 method="wB97M-V/def2-TZVPD" relative_energy_kcal_mol=120.27 orbital_gap_ev=9.582 max_force_ev_per_a=0.3
C 0.50247 -0.48805 1.11177 0.089 -0.153 0.103
C 0.47934 0.96202 0.76975 0.081 0.191 0.024
C -0.37147 -0.00058 -0.00921 0.006 -0.020 -0.121
C -0.23242 -0.33496 -1.46438 -0.262 0.026 0.201
O -1.56335 -0.40230 -1.59678 0.134 -0.021 -0.160
C -1.86981 -0.07892 -0.21057 -0.163 0.045 0.188
H 1.37370 -1.07497 0.83570 -0.151 0.110 0.017
H -0.00312 -0.81066 2.01832 0.066 0.065 -0.158
H -0.03752 1.64310 1.44071 0.064 -0.129 -0.109
H 1.33353 1.38626 0.24964 -0.148 -0.089 0.074
H 2.25944 -0.34005 -1.73312 0.146 -0.046 0.018
H 2.97728 -0.41326 -1.53553 -0.025 0.037 -0.017
H -2.44026 0.85199 -0.14841 0.081 -0.123 0.003
H -2.40782 -0.89964 0.27210 0.080 0.108 -0.062